# 1
{"formula": "O3S2", "method": "ωB97M-V/def2-TZVPD", "species": ["O", "O", "O", "S", "S"], "coordinates": [[-0.16566, -2.55548, -2.09367], [-0.90259, 2.06074, 0.79182], [1.10285, 0.86941, 0.63575], [-0.40156, -2.28492, -0.66492], [0.36695, 1.91025, 1.33102]], "atomic_forces_ev_per_a": [[0.05, -0.07, -0.33], [-3.60, 1.30, -0.58], [0.40, 0.93, 1.24], [-0.04, 0.08, 0.33], [3.20, -2.24, -0.66]], "lumo_ev": [-1.37, -1.36], "homo_ev": [-9.11, -9.10], "orbital_gap_ev": [7.74, 7.74], "energy_ha": -1022.01031, "spin_multiplicity": 1, "charge": 0, "relative_energy_kcal_mol": 8.9}

# 2
{"formula": "C17H38BBrClO6", "method": "ωB97M-V/def2-TZVPD", "species": ["C", "C", "C", "Cl", "C", "Br", "C", "O", "B", "C", "C", "C", "C", "O", "H", "H", "H", "H", "H", "H", "H", "H", "H", "H", "H", "H", "H", "H", "H", "H", "H", "H", "C", "O", "C", "C", "O", "C", "H", "H", "H", "H", "H", "H", "H", "H", "H", "H", "C", "O", "C", "C", "O", "C", "H", "H", "H", "H", "H", "H", "H", "H", "H", "H"], "coordinates": [[-1.37454, 1.38728, -7.11912], [-0.76683, 2.45411, -6.11927], [-1.68543, 3.72008, -6.07755], [-0.67156, 5.23182, -6.02886], [-2.68948, 3.73466, -4.86644], [-3.66161, 5.51748, -5.13851], [-3.90828, 2.72746, -4.88264], [-3.45209, 1.76383, -3.94534], [-2.59167, 2.43109, -2.92742], [-1.13024, 1.71147, -2.60702], [-0.70229, 1.82349, -1.08569], [0.56941, 0.92049, -0.82818], [-0.20852, 3.32489, -0.89006], [-2.20317, 3.73480, -3.58390], [-2.28651, 0.94785, -6.66281], [-0.58342, 0.61084, -7.25116], [-1.62602, 1.87573, -8.08390], [-0.59602, 1.97297, -5.13719], [0.20462, 2.76751, -6.57378], [-2.29848, 3.71677, -7.00554], [-4.86056, 3.10116, -4.42796], [-4.14143, 2.36962, -5.91334], [-3.16737, 2.48937, -1.86871], [-0.33803, 2.27833, -3.16690], [-1.09901, 0.63680, -2.93548], [-1.54175, 1.60147, -0.39113], [1.09770, 0.70953, -1.79032], [0.30629, -0.06355, -0.37338], [1.32798, 1.40319, -0.16543], [0.35407, 3.69033, -1.77294], [-1.12969, 3.93950, -0.78241], [0.43017, 3.35162, 0.02290], [-1.47906, -2.51431, 0.65261], [-1.15985, -1.69615, 1.76807], [-2.07339, -1.85444, 2.84381], [-1.49530, -2.74518, 3.93028], [-1.33317, -4.08429, 3.47662], [0.00952, -4.37640, 3.12599], [-0.61731, -2.52952, -0.01436], [-1.70403, -3.54169, 0.95257], [-2.33317, -2.09306, 0.11492], [-3.03214, -2.24321, 2.48823], [-2.24850, -0.85872, 3.26308], [-2.19516, -2.77792, 4.77130], [-0.54636, -2.34197, 4.29821], [0.61210, -4.50021, 4.03158], [0.44524, -3.59371, 2.49982], [0.01824, -5.31221, 2.56694], [2.89482, -3.13138, 6.09393], [3.33501, -3.23891, 4.75052], [2.97753, -2.10467, 3.96588], [4.15658, -1.16468, 3.78183], [4.54146, -0.56470, 5.01502], [5.68475, -1.17834, 5.58573], [3.40967, -3.89301, 6.68015], [3.12551, -2.15117, 6.51921], [1.81634, -3.31110, 6.15041], [2.12402, -1.58050, 4.40580], [2.67246, -2.48005, 2.98490], [3.85808, -0.35248, 3.11306], [5.00201, -1.68518, 3.32188], [6.58401, -0.87306, 5.04180], [5.60581, -2.26864, 5.58048], [5.76806, -0.84114, 6.61921]], "atomic_forces_ev_per_a": [[0.47, 0.42, 1.02], [-0.19, -0.12, -1.28], [-0.21, -0.90, 0.85], [0.02, -0.66, -0.22], [-1.12, 0.91, 1.11], [-0.51, 0.57, -0.13], [0.76, -0.53, 1.22], [0.16, -0.54, -1.23], [1.00, -0.85, -0.06], [-0.01, -0.53, 0.64], [1.86, 0.73, -1.32], [-0.18, -0.33, 0.01], [-1.07, -0.88, 0.48], [-0.39, 0.21, -2.20], [0.54, 0.10, -0.42], [-0.84, 0.36, -0.14], [0.20, -0.43, 0.47], [-0.16, 0.59, -0.50], [-0.62, -0.20, 0.62], [0.50, 0.45, 0.61], [0.81, 0.62, -0.75], [0.35, -0.21, 0.65], [-0.51, 0.62, 0.36], [-0.50, -0.71, 0.35], [-0.05, 0.66, 0.24], [0.60, 0.07, -0.42], [-0.45, 0.19, 0.62], [0.14, 0.57, -0.30], [-0.63, -0.29, -0.27], [-0.25, -0.31, 0.54], [0.79, -0.02, 0.02], [-0.51, 0.41, -0.52], [0.02, 0.09, -0.07], [-0.10, -0.32, 0.08], [0.43, 0.30, 0.05], [-0.46, -0.23, -0.08], [0.22, 0.17, -0.07], [-0.07, -0.09, 0.03], [-0.02, 0.12, 0.04], [-0.02, 0.03, 0.04], [-0.02, -0.06, -0.06], [0.02, -0.08, 0.03], [-0.05, -0.01, 0.03], [0.00, 0.05, 0.02], [0.02, 0.03, -0.08], [0.14, 0.03, -0.04], [-0.03, 0.01, 0.03], [-0.07, 0.00, 0.06], [0.06, -0.09, -0.07], [-0.05, 0.20, 0.21], [0.32, -0.28, -0.27], [-0.35, 0.34, 0.15], [0.13, -0.30, 0.02], [-0.08, 0.12, 0.02], [-0.02, -0.04, -0.08], [-0.04, 0.00, -0.03], [-0.05, 0.06, 0.09], [0.06, 0.05, 0.02], [-0.03, 0.07, -0.01], [-0.02, -0.04, -0.04], [-0.03, -0.07, 0.05], [0.08, -0.08, 0.01], [0.01, 0.01, -0.04], [-0.03, 0.07, -0.05]], "lumo_ev": 2.18, "homo_ev": -4.48, "orbital_gap_ev": 6.66, "energy_ha": -4181.02822, "spin_multiplicity": 1, "charge": -1}

# 3
{"formula": "C19H32O8", "method": "ωB97M-V/def2-TZVPD", "species": ["C", "C", "C", "C", "C", "O", "C", "O", "C", "H", "H", "H", "H", "H", "H", "H", "H", "H", "H", "H", "H", "H", "H", "O", "C", "O", "C", "C", "C", "H", "H", "H", "H", "H", "H", "O", "C", "O", "C", "C", "C", "H", "H", "H", "H", "H", "H", "O", "C", "O", "C", "C", "C", "H", "H", "H", "H", "H", "H"], "coordinates": [[-3.31299, -6.22888, 2.39320], [-2.59209, -5.49954, 3.16478], [-1.61156, -4.49062, 2.64664], [-1.12616, -3.57082, 3.77933], [0.08807, -4.13217, 4.49531], [-0.21908, -4.16650, 5.88931], [0.83958, -4.68214, 6.66346], [-0.97828, -2.23052, 3.37644], [0.03106, -2.01462, 2.39647], [-3.33400, -6.08726, 1.33103], [-3.92252, -7.01392, 2.79654], [-2.66329, -5.61930, 4.23319], [-0.77138, -5.00655, 2.19868], [-2.10541, -3.86900, 1.91019], [-1.91407, -3.56888, 4.51375], [0.28698, -5.15398, 4.18376], [0.96546, -3.50223, 4.37611], [0.85274, -4.19158, 7.62230], [1.79779, -4.47748, 6.18687], [0.74141, -5.75506, 6.81405], [-0.37630, -1.37910, 1.62980], [0.84591, -1.45789, 2.85128], [0.44071, -2.92558, 1.98158], [-1.38450, -0.06189, -0.10202], [-1.87866, 0.85197, 0.49485], [-3.21503, 1.05636, 0.56583], [-3.48820, 2.28749, 1.25872], [-2.24707, 2.55990, 2.09677], [-1.14416, 1.95239, 1.23230], [-3.66680, 3.06786, 0.51509], [-4.38571, 2.16331, 1.85960], [-2.10596, 3.61498, 2.32339], [-2.31250, 2.01895, 3.04186], [-0.75710, 2.66531, 0.50085], [-0.33005, 1.54636, 1.82571], [0.95704, 3.80992, -1.31716], [0.32613, 3.70629, -2.32880], [0.57191, 4.46348, -3.42930], [-0.41551, 4.19012, -4.44334], [-0.96361, 2.81058, -4.10711], [-0.85076, 2.78743, -2.58471], [-1.18135, 4.96660, -4.39457], [0.06111, 4.22618, -5.42054], [-1.97146, 2.64621, -4.48226], [-0.31771, 2.04136, -4.53378], [-1.73414, 3.21138, -2.10314], [-0.65452, 1.79006, -2.19837], [5.08235, 0.67942, -6.56934], [4.61255, 1.59603, -5.96357], [3.27486, 1.81994, -5.88200], [3.01984, 3.04814, -5.17836], [4.26493, 3.29727, -4.34079], [5.35888, 2.68463, -5.21335], [2.84844, 3.83895, -5.91314], [2.12954, 2.93285, -4.56943], [4.41771, 4.34795, -4.10358], [4.19310, 2.74838, -3.40092], [5.75302, 3.39754, -5.93881], [6.17082, 2.25991, -4.63062]], "atomic_forces_ev_per_a": [[-1.53, -1.51, -1.13], [1.60, 1.22, 1.09], [-0.07, 0.55, 0.58], [-0.08, -0.28, -0.45], [-0.40, -0.13, 1.05], [0.00, 0.18, 0.07], [0.08, 0.08, -0.34], [0.12, 0.04, -0.14], [-0.03, 0.50, 0.65], [0.12, -0.07, -0.49], [-0.43, -0.17, 0.05], [0.15, -0.15, 0.35], [0.17, -0.08, -0.35], [0.01, 0.11, -0.36], [-0.30, 0.30, 0.38], [0.26, -0.22, -0.30], [0.26, 0.04, -0.38], [-0.18, 0.17, 0.41], [0.21, -0.04, -0.06], [-0.01, -0.24, -0.04], [-0.18, -0.02, -0.53], [0.32, 0.01, 0.15], [-0.06, -0.29, -0.22], [-0.29, -0.05, -0.07], [0.42, 0.10, -0.11], [0.05, -0.05, -0.03], [-0.03, 0.13, 0.13], [0.12, 0.04, 0.04], [-0.43, 0.12, 0.40], [0.02, 0.00, -0.01], [-0.04, -0.13, -0.10], [-0.04, 0.01, -0.07], [-0.03, 0.00, -0.01], [0.15, -0.07, -0.01], [0.15, -0.04, -0.23], [0.10, 0.07, -0.15], [-0.19, 0.02, 0.36], [-0.03, -0.09, 0.02], [-0.10, -0.04, -0.13], [-0.06, -0.07, 0.07], [0.13, -0.16, -0.51], [0.00, 0.01, 0.02], [0.12, 0.10, 0.07], [0.00, 0.07, 0.00], [-0.01, 0.01, -0.02], [0.01, -0.03, 0.08], [-0.07, 0.08, 0.25], [-0.20, -0.02, 0.06], [0.30, 0.04, -0.18], [0.02, -0.01, 0.02], [0.03, 0.07, 0.07], [0.17, 0.05, 0.01], [-0.38, 0.04, 0.37], [0.02, 0.00, -0.01], [-0.05, -0.13, -0.09], [-0.05, 0.01, -0.05], [-0.04, 0.02, 0.00], [0.07, -0.05, -0.03], [0.13, -0.03, -0.20]], "lumo_ev": 0.50, "homo_ev": -9.37, "orbital_gap_ev": 9.87, "energy_ha": -1345.04329, "spin_multiplicity": 1, "smiles": "C=CC[C@@H](COC)OC.O=C1CCCO1.O=C1CCCO1.O=C1CCCO1", "charge": 0, "relative_energy_kcal_mol": 0.0}

# 4
{"formula": "C3H8N3O", "method": "ωB97M-V/def2-TZVPD", "species": ["C", "C", "C", "N", "N", "N", "O", "H", "H", "H", "H", "H", "H", "H", "H"], "coordinates": [[-0.21005, -0.81434, 0.86691], [-0.59285, -0.24174, -1.21265], [0.63270, -0.21164, -0.29112], [1.94971, -0.26837, -0.66563], [0.55717, 1.51343, 0.30513], [-1.38848, -0.28513, 0.10846], [2.77911, -0.73615, 0.11818], [-0.22962, -1.87032, 1.02352], [0.01784, -0.27472, 1.82559], [-0.91981, 0.69407, -1.79257], [-0.82473, -1.04114, -1.92017], [0.93163, 1.78781, 1.20391], [1.16636, 2.01616, -0.31443], [-2.30325, -0.84004, 0.17933], [-1.56573, 0.57213, 0.56555]], "atomic_forces_ev_per_a": [[1.71, 0.93, 0.73], [-1.23, 2.78, -0.44], [-1.88, 3.39, 3.16], [3.87, -1.00, -0.08], [-0.75, -2.21, -2.07], [-2.10, -3.13, 0.12], [-2.33, 0.70, -1.17], [-0.01, -0.70, -0.25], [-0.72, -0.78, -0.85], [1.05, -1.07, 0.99], [0.36, -0.58, 0.79], [0.44, -1.24, 0.70], [0.13, 0.25, -0.88], [1.71, 0.66, -0.41], [-0.24, 2.00, -0.35]], "lumo_ev": [-5.17, -5.17], "homo_ev": [-13.77, -13.77], "orbital_gap_ev": [8.60, 8.60], "energy_ha": -358.17001, "spin_multiplicity": 1, "smiles": "NC1(N=O)C[NH2+]C1", "charge": 1, "relative_energy_kcal_mol": 142.1}

# 5
{"formula": "C4H6O2", "method": "ωB97M-V/def2-TZVPD", "species": ["O", "C", "C", "C", "C", "O", "H", "H", "H", "H", "H", "H"], "coordinates": [[-0.77309, -0.68522, 2.29462], [-0.08789, -1.18930, 1.43580], [-0.12932, -0.65670, 0.01867], [-0.47516, 0.82115, -0.10617], [0.62260, 0.81292, -1.17023], [1.11128, -0.46041, -0.68282], [0.52202, -2.08882, 1.64821], [-0.77843, -1.33959, -0.55556], [-0.14698, 1.34462, 0.79390], [-1.49532, 1.10885, -0.35737], [1.37972, 1.60048, -1.11779], [0.25057, 0.73202, -2.20126]], "atomic_forces_ev_per_a": [[0.38, -0.30, -0.30], [-0.21, 0.13, 0.19], [-0.31, -0.06, 0.16], [-0.10, 0.14, 0.05], [0.05, 0.30, -0.15], [0.11, -0.17, 0.08], [0.07, 0.12, -0.08], [-0.03, 0.13, 0.05], [-0.17, 0.00, -0.10], [0.16, -0.04, -0.09], [-0.04, -0.18, 0.00], [0.08, -0.08, 0.18]], "lumo_ev": 0.87, "homo_ev": -9.79, "orbital_gap_ev": 10.66, "energy_ha": -306.43220, "spin_multiplicity": 1, "charge": 0, "relative_energy_kcal_mol": 46.5}

# 6
{"formula": "C4H4", "method": "ωB97M-V/def2-TZVPD", "species": ["C", "C", "C", "C", "H", "H", "H", "H"], "coordinates": [[-1.30746, 0.89806, -0.65090], [-2.29311, 1.39647, -1.20060], [0.65330, 0.24270, -0.25437], [-0.68412, -0.17988, 0.15841], [1.13184, -0.12202, -1.09807], [1.16862, 0.89536, 0.38768], [-0.90437, -0.00555, 1.25145], [-0.83439, -1.27071, -0.18507]], "atomic_forces_ev_per_a": [[3.96, -2.04, 1.11], [-1.58, 1.29, -1.19], [-3.23, 1.29, 0.80], [-0.08, -2.31, 1.03], [0.54, -0.59, -1.61], [0.60, 1.09, 0.41], [0.33, -0.53, -1.16], [-0.54, 1.79, 0.60]], "lumo_ev": [-1.59, -1.80], "homo_ev": [-9.66, -9.49], "orbital_gap_ev": [8.07, 7.69], "energy_ha": -154.56494, "spin_multiplicity": 1, "charge": 0, "relative_energy_kcal_mol": 97.6}